Entry 1:
An isolated molecule of CH7NP2, computed with ωB97M-V with the def2-TZVPD basis set.

The geometry in XYZ format:
```
11
Properties=species:S:1:pos:R:3:forces:R:3
C 1.4858 -0.6276 -1.0538 2.5 -2.2 2.3
N 0.9194 -0.3627 0.2505 -1.4 0.2 -0.1
P -2.3541 0.2638 0.2040 0.8 1.0 1.1
P -0.4405 -0.7340 0.9111 1.3 0.1 1.2
H 2.3651 0.0383 -0.9834 0.0 -0.7 -0.9
H 1.8127 -1.7750 -1.0672 -0.2 2.2 -0.2
H 1.0016 -0.4908 -1.9763 -1.4 0.7 -0.9
H -2.0827 1.3947 1.1275 -0.1 -0.7 -1.0
H -3.1428 -0.2688 1.2285 -0.3 -0.5 0.2
H -0.1820 -0.5341 2.3475 -0.7 0.1 -1.3
H -0.7490 -2.1108 1.0006 -0.5 -0.2 -0.3
```
Forces are in eV/Å.

HOMO: -8.22 eV
max |F|: 4.041 eV/Å
DFT total energy: -21215.542 eV
Kohn-Sham gap: 0.32406 hartree
structure (SMILES): CN=[PH2]P

---

Entry 2:
A structure of composition C45H42BBaN10O2S4Se2, computed with ωB97M-V with the def2-TZVPD basis set.

The geometry in XYZ format:
```
107
Properties=species:S:1:pos:R:3:forces:R:3
Ba -0.3226 -0.2577 0.2277 -0.8 0.2 -0.6
C 4.2545 0.7327 3.9723 0.0 0.0 0.0
C 2.8282 0.8617 3.5474 -0.1 0.0 0.0
C 1.7618 1.3100 4.2980 0.1 0.0 0.0
C 0.6586 1.2441 3.4353 -0.1 0.0 0.1
N 1.0282 0.7863 2.2516 0.5 0.0 0.1
N 2.3625 0.5477 2.3150 0.2 -0.1 0.0
B 3.1748 -0.0717 1.1487 0.1 -0.1 0.0
N 3.0839 0.7854 -0.1438 0.1 -0.1 -0.1
N 1.9705 0.9047 -0.9055 0.2 0.0 0.0
C 2.2722 1.7336 -1.9006 0.0 0.0 0.0
C 3.6137 2.1420 -1.7977 0.0 0.0 0.0
C 4.0905 1.5239 -0.6642 0.0 0.0 0.0
C 5.4544 1.6299 -0.0654 0.0 0.0 0.0
C 1.2830 2.1858 -2.8955 0.0 0.0 0.0
C 0.0820 1.5160 -3.1308 0.0 0.1 0.0
C -0.8089 1.9831 -4.0847 0.0 0.0 0.0
C -0.5245 3.1250 -4.8175 0.0 0.0 0.0
C 0.6596 3.8073 -4.5818 0.0 0.0 0.0
C 1.5519 3.3406 -3.6306 0.0 0.0 0.0
N 2.8323 -1.5684 0.8837 0.1 0.0 0.0
N 1.6577 -2.0112 0.3718 0.3 -0.3 0.2
C 1.7290 -3.3367 0.3024 0.0 0.0 0.0
C 2.9824 -3.7662 0.7758 0.0 0.0 0.0
C 3.6496 -2.6177 1.1344 0.0 0.0 0.0
C 5.0272 -2.5050 1.6994 0.0 0.0 0.0
C 0.6262 -4.2010 -0.1716 0.0 0.0 0.0
C -0.6952 -3.7727 -0.3106 0.1 0.0 0.0
C -1.7012 -4.6554 -0.6665 0.0 0.0 0.0
C -1.4105 -5.9862 -0.9307 0.0 0.0 0.0
C -0.0968 -6.4213 -0.8383 0.0 0.0 0.0
C 0.9031 -5.5385 -0.4585 0.0 0.0 0.0
C -0.7344 1.6259 3.7029 -0.1 0.1 0.1
C -1.3476 1.2589 4.8969 0.0 0.0 0.0
C -2.6570 1.6344 5.1529 0.0 0.0 0.0
C -3.3672 2.3769 4.2180 0.0 0.0 0.0
C -2.7597 2.7463 3.0264 0.0 0.0 0.0
C -1.4474 2.3761 2.7698 0.1 0.0 0.0
H 4.3630 1.1403 4.9764 0.0 0.0 0.0
H 4.9286 1.2725 3.3068 0.0 0.0 0.0
H 4.5764 -0.3088 3.9945 0.0 0.0 0.0
H 1.7796 1.6583 5.3172 0.0 0.0 0.0
H 4.3175 -0.0527 1.4905 0.0 0.0 0.0
H 4.1630 2.8039 -2.4454 0.0 0.0 0.0
H 6.0625 2.2928 -0.6796 0.0 0.0 0.0
H 5.9488 0.6596 -0.0096 0.0 0.0 0.0
H 5.4157 2.0383 0.9452 0.0 0.0 0.0
H -0.1839 0.6158 -2.5874 0.1 0.0 0.0
H -1.7426 1.4590 -4.2426 0.0 0.0 0.0
H -1.2342 3.4944 -5.5468 0.0 0.0 0.0
H 0.8827 4.7167 -5.1263 0.0 0.0 0.0
H 2.4579 3.8977 -3.4295 0.0 0.0 0.0
H 3.3517 -4.7722 0.8768 0.0 0.0 0.0
H 5.4562 -3.5023 1.7884 0.0 0.0 0.0
H 5.0227 -2.0472 2.6881 0.0 0.0 0.0
H 5.6783 -1.9065 1.0611 0.0 0.0 0.0
H -0.9916 -2.7507 -0.1429 0.0 -0.2 0.2
H -2.7184 -4.2877 -0.7287 0.0 0.0 0.0
H -2.1996 -6.6761 -1.2034 0.0 0.0 0.0
H 0.1523 -7.4543 -1.0491 0.0 0.0 0.0
H 1.9214 -5.8977 -0.3826 0.0 0.0 0.0
H -0.8084 0.6393 5.6029 0.0 0.0 0.0
H -3.1382 1.3176 6.0697 0.0 0.0 0.0
H -4.3970 2.6487 4.4118 0.0 0.0 0.0
H -3.3053 3.3227 2.2887 0.0 0.0 0.0
H -0.9625 2.6873 1.8470 -0.2 -0.1 0.2
O -5.7336 -0.8641 5.4150 0.0 0.0 0.0
C -4.9331 -0.9804 4.5151 0.0 0.0 0.0
S -3.3350 -1.7046 4.7013 0.0 0.0 0.0
C -2.7310 -1.4367 3.0654 -0.1 0.1 0.0
C -3.6282 -0.8664 2.2180 0.0 0.0 0.1
S -3.4221 -0.7800 0.4918 -0.2 -0.2 0.0
S -5.2106 -0.4370 2.8649 0.0 0.0 0.0
S -1.1259 -1.9841 2.7660 0.1 0.0 0.0
Se -2.4468 3.9281 -1.3694 -0.1 0.0 0.0
Se -2.9514 1.5730 -0.1638 -0.6 0.3 0.0
C -3.3213 0.8543 -1.9083 0.0 -0.1 0.0
C -4.2852 1.4234 -2.7369 0.0 0.0 0.0
C -4.5631 0.8040 -3.9396 0.0 0.0 0.0
C -3.8862 -0.3645 -4.2719 0.0 0.0 0.0
C -2.9446 -0.8500 -3.3836 0.1 0.0 0.0
N -2.6546 -0.2485 -2.2289 0.1 0.1 0.0
C -0.6674 4.1653 -0.7603 0.0 0.0 0.0
C 0.0105 5.3449 -1.1103 0.0 -0.1 0.1
C 1.2904 5.5460 -0.6436 0.0 -0.1 0.1
C 1.8742 4.5789 0.1743 -0.1 0.1 0.0
C 1.1335 3.4498 0.4652 0.3 0.1 0.1
N -0.0993 3.2303 0.0035 0.1 0.0 -0.2
H -4.8007 2.3209 -2.4277 0.0 0.0 0.0
H -5.3087 1.2188 -4.6065 0.0 0.0 0.0
H -4.0836 -0.8879 -5.1977 0.0 0.0 0.0
H -2.3814 -1.7499 -3.6006 0.0 0.0 0.0
H -0.4846 6.0742 -1.7370 0.0 0.0 0.0
H 1.8301 6.4492 -0.9046 0.0 0.0 0.0
H 2.8725 4.6948 0.5743 0.0 0.0 0.0
H 1.5419 2.6669 1.1022 -0.1 0.2 -0.1
C -0.8725 -3.8261 -4.0744 0.0 0.0 0.0
N -0.0273 -2.7364 -4.5263 0.0 0.0 0.0
C 0.5862 -1.9109 -3.6210 0.3 -0.1 0.0
N 1.5995 -1.1334 -4.1460 0.0 0.0 0.0
O 0.3012 -1.8897 -2.4352 -0.2 0.2 0.1
H -1.7744 -3.8935 -4.6843 0.0 0.0 0.0
H -1.1514 -3.6327 -3.0424 0.0 0.0 0.0
H -0.3490 -4.7844 -4.1023 0.0 0.0 0.0
H 0.4348 -2.8455 -5.4125 0.0 0.0 0.0
H 1.4800 -0.8011 -5.0901 0.0 0.0 0.0
H 1.9012 -0.4116 -3.5059 0.0 0.0 0.0
```
Forces are in eV/Å.

net charge: -1
HOMO: -3.67 eV
max |F|: 1.076 eV/Å
DFT total energy: -241757.214 eV
Kohn-Sham gap: 0.20584 hartree

---

Please write out number 1 again, unchanged.
An isolated molecule of CH7NP2, computed with ωB97M-V with the def2-TZVPD basis set.

The geometry in XYZ format:
```
11
Properties=species:S:1:pos:R:3:forces:R:3
C 1.4858 -0.6276 -1.0538 2.5 -2.2 2.3
N 0.9194 -0.3627 0.2505 -1.4 0.2 -0.1
P -2.3541 0.2638 0.2040 0.8 1.0 1.1
P -0.4405 -0.7340 0.9111 1.3 0.1 1.2
H 2.3651 0.0383 -0.9834 0.0 -0.7 -0.9
H 1.8127 -1.7750 -1.0672 -0.2 2.2 -0.2
H 1.0016 -0.4908 -1.9763 -1.4 0.7 -0.9
H -2.0827 1.3947 1.1275 -0.1 -0.7 -1.0
H -3.1428 -0.2688 1.2285 -0.3 -0.5 0.2
H -0.1820 -0.5341 2.3475 -0.7 0.1 -1.3
H -0.7490 -2.1108 1.0006 -0.5 -0.2 -0.3
```
Forces are in eV/Å.

HOMO: -8.22 eV
max |F|: 4.041 eV/Å
DFT total energy: -21215.542 eV
Kohn-Sham gap: 0.32406 hartree
structure (SMILES): CN=[PH2]P

---

Q: Look up the DFT total energy of the second one.
A: -241757.214 eV

---

Q: The highest max |F| belongs to which entry?
A: CH7NP2

---

Q: Which formula does entry 1 have?
A: CH7NP2